[1]
Below is C34H24N4O8PSY as an isolated structure, with properties calculated with the ωB97M-V functional and the def2-TZVPD basis.

Atoms and positions in Å:
1 Y -0.452 1.496 -1.312
2 N -2.390 2.298 2.810
3 C -1.627 2.498 1.663
4 S -2.508 2.733 0.178
5 N -0.347 2.534 1.861
6 N 0.378 2.751 0.680
7 C 1.413 3.481 0.867
8 C 2.345 3.934 -0.145
9 C 3.416 4.730 0.277
10 C 4.331 5.264 -0.607
11 C 4.159 4.999 -1.971
12 C 3.117 4.224 -2.421
13 C 2.170 3.646 -1.530
14 O 1.228 2.905 -1.979
15 H -3.280 1.862 2.625
16 H -1.867 1.854 3.551
17 H 1.596 3.823 1.888
18 H 3.512 4.923 1.342
19 H 5.154 5.874 -0.256
20 H 4.861 5.408 -2.691
21 H 2.985 4.014 -3.476
22 O 3.555 -0.336 -5.977
23 C 2.639 -0.108 -4.982
24 C 2.827 -0.604 -3.699
25 C 1.860 -0.317 -2.752
26 N 0.790 0.402 -3.047
27 C 0.604 0.874 -4.272
28 C 1.511 0.641 -5.289
29 C -0.648 1.738 -4.466
30 O -0.960 2.045 -5.613
31 O -1.224 2.075 -3.379
32 C 1.938 -0.777 -1.295
33 O 2.783 -1.619 -0.992
34 O 1.080 -0.216 -0.540
35 H 4.276 -0.853 -5.601
36 H 3.683 -1.201 -3.410
37 H 1.326 1.040 -6.276
38 O -1.641 -1.537 -3.246
39 C -1.762 -1.347 -2.043
40 O -1.921 -0.238 -1.433
41 C -1.720 -2.580 -1.123
42 C -1.975 -3.803 -1.746
43 C -1.978 -4.994 -1.047
44 C -1.704 -4.982 0.315
45 C -1.438 -3.778 0.940
46 C -1.435 -2.564 0.245
47 P -1.161 -1.018 1.239
48 C -2.714 -1.157 2.214
49 C -2.871 -1.691 3.488
50 C -4.118 -1.705 4.103
51 C -5.227 -1.196 3.445
52 C -5.083 -0.671 2.165
53 C -3.839 -0.644 1.557
54 C 0.143 -1.520 2.410
55 C 0.198 -0.886 3.653
56 C 1.265 -1.086 4.513
57 C 2.321 -1.903 4.130
58 C 2.303 -2.497 2.878
59 C 1.227 -2.307 2.023
60 H -2.160 -3.771 -2.812
61 H -2.187 -5.927 -1.558
62 H -1.697 -5.903 0.888
63 H -1.227 -3.776 2.003
64 H -2.015 -2.097 4.013
65 H -4.216 -2.120 5.100
66 H -6.199 -1.203 3.924
67 H -5.941 -0.263 1.644
68 H -3.716 -0.203 0.572
69 H -0.596 -0.209 3.945
70 H 1.282 -0.581 5.472
71 H 3.167 -2.050 4.793
72 H 3.142 -3.094 2.542
73 H 1.257 -2.733 1.029

Properties
Strongest force on any atom in eV/Å: 0.54
Charge: -2
Energy in eV: -79165.91313
E_HOMO in eV: -2.48
Energy above the lowest of the compared OMol25 structures with the same formula, charge and spin in eV: 0.242
Frontier orbital gap in eV: 6.80

Results of the Mulliken charge analysis, in e, for atoms 1 through 5: atom 1 (Y): 1.1399, atom 2 (N): -0.5655, atom 3 (C): 0.3777, atom 4 (S): -0.5845, atom 5 (N): -1.0263

***

[2]
Below is C34H25CdN7O8STe as an isolated structure, with properties calculated with the ωB97M-V functional and the def2-TZVPD basis.

Atoms and positions in Å:
1 Cd 0.443 0.623 -0.376
2 C -3.283 -0.021 -1.007
3 N -3.098 0.135 0.417
4 C -3.377 -1.033 1.225
5 C -2.235 -1.782 1.848
6 N -1.020 -1.950 1.426
7 C -0.404 -2.746 2.398
8 C 0.891 -3.257 2.475
9 C 1.213 -4.040 3.568
10 C 0.284 -4.328 4.577
11 C -1.007 -3.836 4.516
12 C -1.319 -3.047 3.417
13 N -2.487 -2.429 3.031
14 C -2.322 -0.907 -1.761
15 N -1.025 -0.814 -1.784
16 C -0.577 -1.799 -2.659
17 C 0.710 -2.116 -3.086
18 C 0.845 -3.107 -4.040
19 C -0.267 -3.776 -4.569
20 C -1.552 -3.471 -4.158
21 C -1.678 -2.471 -3.202
22 N -2.778 -1.879 -2.609
23 H -4.293 -0.414 -1.171
24 H -3.245 0.968 -1.473
25 H -2.219 0.580 0.656
26 H -4.029 -0.733 2.054
27 H -3.953 -1.755 0.635
28 H 1.601 -3.050 1.687
29 H 2.213 -4.448 3.642
30 H 0.580 -4.946 5.416
31 H -1.736 -4.049 5.288
32 H -3.344 -2.385 3.553
33 H 1.572 -1.605 -2.686
34 H 1.835 -3.359 -4.396
35 H -0.117 -4.541 -5.320
36 H -2.416 -3.975 -4.573
37 H -3.742 -2.100 -2.780
38 O 1.540 1.835 1.573
39 C 1.651 1.991 2.771
40 C 0.669 2.410 3.757
41 C 1.181 2.980 4.908
42 C 0.354 3.535 5.873
43 C -1.050 3.526 5.686
44 C -1.590 2.923 4.598
45 C -0.775 2.271 3.584
46 O -1.288 1.609 2.668
47 N 0.914 4.127 7.039
48 O 2.130 4.083 7.212
49 O 0.156 4.663 7.850
50 H 2.667 1.882 3.205
51 H 2.253 3.018 5.062
52 H -1.668 4.002 6.435
53 H -2.661 2.897 4.443
54 O 6.175 1.605 -4.890
55 C 5.741 0.508 -4.487
56 O 6.120 -0.652 -4.730
57 C 4.526 0.608 -3.544
58 C 3.500 1.507 -3.813
59 C 2.402 1.559 -2.976
60 N 2.274 0.775 -1.906
61 C 3.266 -0.077 -1.622
62 C 4.397 -0.190 -2.413
63 C 3.054 -0.983 -0.414
64 O 3.988 -1.687 -0.046
65 O 1.887 -0.960 0.111
66 H 3.577 2.163 -4.670
67 H 1.595 2.254 -3.152
68 H 5.156 -0.912 -2.150
69 Te -0.758 3.047 -0.865
70 C -1.348 3.114 -2.895
71 C -2.100 4.102 -3.471
72 C -2.398 3.879 -4.844
73 C -1.868 2.718 -5.314
74 S -1.002 1.901 -4.075
75 H -2.425 4.973 -2.918
76 H -2.981 4.558 -5.452
77 H -1.925 2.301 -6.307

Properties
Strongest force on any atom in eV/Å: 0.68
Charge: -2
Energy in eV: -85170.35785
E_HOMO in eV: -2.96
Energy above the lowest of the compared OMol25 structures with the same formula, charge and spin in eV: 0.000
Frontier orbital gap in eV: 6.44

Results of the Mulliken charge analysis, in e, for atoms 1 through 5: atom 1 (Cd): 2.3683, atom 2 (C): -1.5948, atom 3 (N): 0.0740, atom 4 (C): -0.9673, atom 5 (C): 0.2839

***

[3]
Below is C34H25Cl5N5O3RbS as an isolated structure, with properties calculated with the ωB97M-V functional and the def2-TZVPD basis.

Atoms and positions in Å:
1 Rb -0.613 -0.301 -1.067
2 C -3.303 2.040 2.409
3 C -2.529 2.768 3.300
4 C -1.293 3.226 2.890
5 C -0.856 2.918 1.596
6 N -1.600 2.204 0.752
7 C -2.780 1.785 1.147
8 C 0.446 3.370 1.112
9 C 1.008 4.580 1.549
10 C 2.256 4.947 1.099
11 C 2.923 4.103 0.213
12 C 2.269 2.947 -0.196
13 N 1.080 2.581 0.233
14 H -4.279 1.672 2.689
15 H -2.886 2.980 4.302
16 H -0.662 3.780 3.572
17 H -3.348 1.230 0.414
18 H 0.449 5.226 2.210
19 H 2.709 5.878 1.418
20 H 3.907 4.348 -0.162
21 H 2.734 2.269 -0.901
22 N 1.985 -0.500 -5.929
23 C 1.359 0.032 -4.703
24 O 0.930 -0.860 -3.885
25 C 0.672 1.378 -4.927
26 C 1.994 1.351 -4.200
27 H 2.440 -1.375 -5.682
28 H 2.679 0.151 -6.284
29 H -0.210 1.583 -4.334
30 H 0.645 1.789 -5.928
31 H 1.965 1.529 -3.135
32 H 2.869 1.746 -4.705
33 Cl -3.873 3.970 -1.206
34 C -4.371 2.532 -2.052
35 C -3.414 1.545 -2.271
36 C -3.918 0.445 -2.969
37 Cl -2.834 -0.874 -3.269
38 C -5.223 0.338 -3.435
39 Cl -5.757 -1.032 -4.362
40 C -6.133 1.348 -3.149
41 Cl -7.778 1.216 -3.668
42 C -5.705 2.457 -2.432
43 Cl -6.862 3.695 -2.036
44 O -1.506 -0.746 1.449
45 S -0.768 -1.864 1.989
46 O -1.593 -2.959 2.475
47 N 0.348 -2.248 0.945
48 C 1.057 -3.381 0.978
49 C 1.066 -4.309 2.018
50 C 1.800 -5.487 1.930
51 C 2.570 -5.781 0.831
52 C 2.622 -4.869 -0.238
53 C 3.365 -5.094 -1.416
54 C 3.321 -4.174 -2.429
55 C 2.541 -3.015 -2.262
56 N 1.861 -2.773 -1.175
57 C 1.873 -3.661 -0.175
58 C 0.077 -1.202 3.463
59 C -0.467 -1.450 4.709
60 C 0.151 -0.964 5.848
61 C 1.321 -0.230 5.738
62 C 1.864 0.018 4.485
63 C 1.242 -0.467 3.345
64 H 0.451 -4.117 2.883
65 H 1.755 -6.195 2.750
66 H 3.129 -6.707 0.769
67 H 3.949 -6.005 -1.509
68 H 3.870 -4.334 -3.348
69 H 2.428 -2.274 -3.043
70 H -1.374 -2.031 4.755
71 H -0.280 -1.153 6.824
72 H 1.815 0.145 6.628
73 H 2.773 0.597 4.403
74 H 1.650 -0.286 2.363

Properties
Strongest force on any atom in eV/Å: 2.08
Charge: -2
Energy in eV: -123359.69733
E_HOMO in eV: -0.92
Energy above the lowest of the compared OMol25 structures with the same formula, charge and spin in eV: 0.611
Frontier orbital gap in eV: 4.59

Results of the Mulliken charge analysis, in e, for atoms 1 through 5: atom 1 (Rb): 0.5843, atom 2 (C): -0.7815, atom 3 (C): -0.6103, atom 4 (C): -0.6178, atom 5 (C): 0.5155

***

[4]
Below is C34H25CrFeO5 as an isolated structure, with properties calculated with the ωB97M-V functional and the def2-TZVPD basis.

Atoms and positions in Å:
1 O 4.523 -2.085 -0.566
2 C 4.418 -1.018 -0.118
3 Fe 4.185 0.422 1.094
4 C 5.408 -0.258 2.341
5 O 6.040 -0.910 3.063
6 C 2.837 -0.680 2.016
7 C 1.665 -0.764 1.119
8 C 0.568 0.004 1.316
9 C 3.876 1.626 -0.485
10 C 5.223 1.732 0.026
11 C 5.139 2.156 1.399
12 C 3.746 2.294 1.738
13 C 2.981 2.001 0.566
14 H 3.330 -1.651 2.155
15 H 2.629 -0.190 2.979
16 H 1.713 -1.518 0.324
17 H -0.196 0.187 0.562
18 H 0.494 0.563 2.251
19 H 3.586 1.384 -1.504
20 H 6.135 1.597 -0.546
21 H 5.974 2.414 2.042
22 H 3.350 2.644 2.690
23 H 1.907 2.107 0.473
24 O 0.022 3.945 0.079
25 C -0.648 3.551 -0.793
26 Cr -1.505 3.071 -2.402
27 C -0.046 1.913 -2.627
28 O 0.937 1.298 -2.776
29 C -0.291 4.316 -3.214
30 O 0.608 4.960 -3.578
31 C -3.217 3.896 -3.447
32 C -3.504 3.924 -2.079
33 C -3.303 2.787 -1.295
34 C -2.900 1.560 -1.869
35 C -2.484 0.451 -1.031
36 C -2.164 -0.546 -0.391
37 C -1.839 -1.661 0.392
38 C -0.807 -2.557 -0.087
39 C -0.054 -2.220 -1.246
40 C 0.978 -3.050 -1.686
41 C 1.277 -4.233 -0.999
42 C 0.518 -4.603 0.120
43 C -0.571 -3.827 0.501
44 C -2.748 -2.010 1.491
45 C -4.113 -1.660 1.365
46 C -5.051 -2.043 2.321
47 C -4.643 -2.732 3.466
48 C -3.284 -3.009 3.657
49 C -2.340 -2.652 2.686
50 C -2.672 1.539 -3.270
51 C -2.848 2.682 -4.050
52 H -3.293 4.805 -4.048
53 H -3.861 4.842 -1.610
54 H -3.443 2.823 -0.215
55 H -0.269 -1.282 -1.766
56 H 1.547 -2.764 -2.574
57 H 2.093 -4.872 -1.343
58 H 0.756 -5.518 0.672
59 H -1.257 -4.198 1.256
60 H -4.421 -1.084 0.490
61 H -6.099 -1.782 2.169
62 H -5.379 -3.023 4.218
63 H -2.955 -3.510 4.568
64 H -1.274 -2.835 2.854
65 H -2.322 0.610 -3.720
66 H -2.661 2.639 -5.125

Properties
Strongest force on any atom in eV/Å: 5.34
Spin multiplicity: 2
Charge: +2
Energy in eV: -108689.46428
E_HOMO (spin up / spin down) in eV: -12.27 / -12.27
Energy above the lowest of the compared OMol25 structures with the same formula, charge and spin in eV: 0.000
Frontier orbital gap (spin up / spin down) in eV: 4.20 / 3.79

Results of the Mulliken charge analysis, in e, for atoms 1 through 5: atom 1 (O): -0.3218, atom 2 (C): 0.4336, atom 3 (Fe): 0.3894, atom 4 (C): 0.2453, atom 5 (O): -0.3129

***

[5]
Below is C34H25CuF12N7O18S4 as an isolated structure, with properties calculated with the ωB97M-V functional and the def2-TZVPD basis.

Atoms and positions in Å:
1 Cu 0.450 -12.136 -9.982
2 C -1.217 -9.232 -7.510
3 F -1.493 -10.483 -7.135
4 F -2.223 -8.364 -7.435
5 F -0.233 -8.781 -6.682
6 S -0.587 -9.149 -9.309
7 O -1.555 -9.815 -10.154
8 O -0.462 -7.749 -9.744
9 N 0.801 -10.154 -9.177
10 S 2.021 -9.195 -8.990
11 O 2.578 -8.749 -10.242
12 O 1.845 -8.241 -7.957
13 C 3.156 -10.522 -8.080
14 F 3.132 -11.571 -8.824
15 F 4.336 -10.111 -8.204
16 F 2.814 -10.875 -6.842
17 C 3.589 -14.826 -8.599
18 F 3.494 -14.003 -7.554
19 F 4.611 -14.456 -9.341
20 F 3.760 -16.063 -8.158
21 S 2.064 -14.563 -9.760
22 O 2.333 -13.476 -10.710
23 O 1.692 -15.861 -10.297
24 N 0.793 -13.779 -8.806
25 S 0.231 -14.987 -7.880
26 O -0.967 -15.562 -8.477
27 O 1.199 -16.027 -7.400
28 C -0.426 -14.107 -6.254
29 F -1.360 -13.230 -6.616
30 F -0.949 -15.007 -5.447
31 F 0.504 -13.466 -5.569
32 C -6.493 -13.986 -9.068
33 C -5.384 -14.720 -8.920
34 C -4.152 -14.225 -9.217
35 C -4.032 -13.065 -10.069
36 C -5.174 -12.262 -10.257
37 C -6.410 -12.741 -9.717
38 N -2.794 -12.558 -10.704
39 O -2.919 -12.199 -11.879
40 O -1.744 -12.571 -10.023
41 H -7.461 -14.289 -8.695
42 H -5.589 -15.586 -8.309
43 H -3.289 -14.828 -8.979
44 H -5.132 -11.303 -10.753
45 H -7.277 -12.096 -9.687
46 C 5.647 -18.721 -6.487
47 C 6.401 -17.593 -6.199
48 C 7.480 -17.666 -5.375
49 C 7.776 -18.866 -4.763
50 C 7.048 -20.037 -5.125
51 C 5.944 -19.969 -6.009
52 N 8.873 -18.973 -3.723
53 O 9.230 -17.967 -3.110
54 O 9.450 -20.041 -3.576
55 H 4.777 -18.725 -7.127
56 H 6.209 -16.649 -6.686
57 H 8.122 -16.813 -5.208
58 H 7.319 -20.915 -4.556
59 H 5.375 -20.867 -6.201
60 C 0.075 -16.003 -16.885
61 C -0.841 -16.676 -16.034
62 C -1.040 -16.121 -14.714
63 C -0.291 -14.961 -14.305
64 C 0.678 -14.404 -15.111
65 C 0.919 -14.945 -16.394
66 N -0.597 -14.465 -12.950
67 O 0.077 -13.599 -12.493
68 O -1.559 -14.874 -12.296
69 H 0.066 -16.214 -17.944
70 H -1.459 -17.450 -16.465
71 H -1.800 -16.633 -14.143
72 H 1.224 -13.520 -14.815
73 H 1.602 -14.547 -17.130
74 C -2.419 -18.931 -12.860
75 C -3.573 -19.678 -12.712
76 C -4.282 -19.713 -11.500
77 C -3.875 -18.859 -10.489
78 C -2.728 -18.072 -10.625
79 C -2.035 -18.107 -11.813
80 N -4.658 -18.845 -9.270
81 O -5.204 -19.915 -9.035
82 O -4.768 -17.832 -8.566
83 H -1.776 -18.879 -13.726
84 H -4.030 -20.198 -13.540
85 H -5.162 -20.326 -11.378
86 H -2.461 -17.480 -9.762
87 H -1.230 -17.407 -11.980
88 C 2.922 -13.847 -2.970
89 C 3.517 -14.160 -4.216
90 C 3.185 -15.371 -4.830
91 C 2.314 -16.344 -4.285
92 C 1.830 -15.992 -3.025
93 C 2.060 -14.810 -2.379
94 N 1.916 -17.533 -5.028
95 O 2.611 -17.845 -5.957
96 O 0.975 -18.175 -4.562
97 H 2.980 -12.932 -2.399
98 H 4.072 -13.431 -4.789
99 H 3.722 -15.480 -5.761
100 H 1.133 -16.566 -2.433
101 H 1.733 -14.647 -1.363

Properties
Strongest force on any atom in eV/Å: 4.95
Spin multiplicity: 2
Energy in eV: -203517.53791
E_HOMO (spin up / spin down) in eV: -9.94 / -9.94
Energy above the lowest of the compared OMol25 structures with the same formula, charge and spin in eV: 2.749
Frontier orbital gap (spin up / spin down) in eV: 8.56 / 5.05

Results of the Mulliken charge analysis, in e, for atoms 1 through 5: atom 1 (Cu): 0.4052, atom 2 (C): 0.6611, atom 3 (F): -0.1504, atom 4 (F): -0.1922, atom 5 (F): -0.2180

***

[6]
Below is C34H25F5N2O3PPbS as an isolated structure, with properties calculated with the ωB97M-V functional and the def2-TZVPD basis.

Atoms and positions in Å:
1 Pb -1.411 1.164 1.176
2 C -2.074 -1.482 4.376
3 O -1.326 -1.129 3.218
4 C -0.290 -1.945 2.869
5 C 0.272 -2.944 3.646
6 C 1.333 -3.706 3.161
7 C 1.855 -3.483 1.899
8 C 1.306 -2.470 1.127
9 C 1.734 -2.036 -0.250
10 N 0.625 -1.431 -1.019
11 N -0.234 -2.087 -1.642
12 C -1.286 -1.421 -2.291
13 O -1.645 -0.313 -1.927
14 C -1.954 -2.183 -3.344
15 C -1.530 -3.468 -3.699
16 C -2.159 -4.129 -4.737
17 C -3.211 -3.525 -5.414
18 C -3.643 -2.253 -5.055
19 C -3.016 -1.581 -4.024
20 C 0.250 -1.699 1.603
21 O -0.201 -0.741 0.807
22 H -2.968 -0.865 4.364
23 H -1.506 -1.280 5.287
24 H -2.357 -2.536 4.352
25 H -0.108 -3.135 4.640
26 H 1.733 -4.495 3.783
27 H 2.670 -4.090 1.528
28 H 2.187 -2.850 -0.817
29 H -0.722 -3.930 -3.150
30 H -1.842 -5.123 -5.021
31 H -3.697 -4.046 -6.229
32 H -4.469 -1.792 -5.579
33 H -3.326 -0.586 -3.734
34 F -1.660 3.029 8.175
35 C -1.206 2.803 6.952
36 C -2.079 2.463 5.934
37 F -3.385 2.367 6.172
38 C -1.594 2.215 4.663
39 F -2.483 1.882 3.705
40 C -0.244 2.288 4.353
41 S 0.446 1.996 2.771
42 C 0.613 2.641 5.398
43 F 1.921 2.735 5.165
44 C 0.150 2.894 6.675
45 F 1.000 3.223 7.640
46 C 2.133 2.280 -0.185
47 P 0.566 1.504 -0.770
48 C 0.128 2.590 -2.187
49 C 0.195 3.959 -1.906
50 C -0.172 4.904 -2.849
51 C -0.626 4.504 -4.096
52 C -0.763 3.152 -4.363
53 C -0.411 2.205 -3.414
54 C 1.379 -0.140 -1.303
55 C 1.796 -0.166 -2.745
56 C 3.056 -0.395 -3.118
57 C 4.138 -0.611 -2.163
58 C 3.882 -0.733 -0.864
59 C 2.489 -0.668 -0.333
60 H 2.970 2.000 -0.827
61 H 2.335 1.966 0.838
62 H 2.048 3.361 -0.176
63 H 0.517 4.305 -0.933
64 H -0.099 5.955 -2.604
65 H -0.898 5.239 -4.842
66 H -1.147 2.821 -5.319
67 H -0.602 1.171 -3.647
68 H 1.027 -0.017 -3.486
69 H 3.301 -0.398 -4.172
70 H 5.150 -0.661 -2.542
71 H 4.673 -0.897 -0.143
72 H 2.466 -0.180 0.639

Properties
Strongest force on any atom in eV/Å: 2.10
Charge: +1
Energy in eV: -83736.49976
E_HOMO in eV: -10.51
Energy above the lowest of the compared OMol25 structures with the same formula, charge and spin in eV: 0.536
Frontier orbital gap in eV: 5.73

Results of the Mulliken charge analysis, in e, for atoms 1 through 5: atom 1 (Pb): 0.7984, atom 2 (C): -1.2350, atom 3 (O): -0.0672, atom 4 (C): 0.3024, atom 5 (C): -0.5831